No. 1
The following is a DFT calculation (ωB97M-V/def2-TZVPD) of a 3-piece molecular cluster, C49H48I3N4O5 overall at a distorted geometry.

Net charge   +1
Electronic energy   -92087.3969 eV
HOMO energy   -0.4072 Eh

```
109
Properties=species:S:1:pos:R:3:forces:R:3
I 2.77509 0.83870 5.05242 -0.0541 0.2627 -0.0924
I -0.27922 3.19604 -0.55712 0.0613 -0.0785 -0.0469
I -4.82604 5.50010 1.10019 0.1060 -0.0557 -0.1430
O 7.14314 -6.19594 3.51885 -0.0105 0.0287 0.0141
O 5.49869 -4.67152 8.38066 0.0017 0.0124 -0.0271
O 2.05292 -1.74171 3.91954 0.0162 -1.0458 0.2376
O -1.82356 2.32336 -7.31836 -0.0078 0.0301 0.0214
O -4.79507 6.77131 -7.55658 0.0132 -0.0118 0.0170
N -1.10929 -0.23501 1.98403 -0.0832 0.6527 -1.2844
N -1.21847 2.06303 2.02475 1.3191 0.0584 -0.8673
N -1.01903 -2.03241 4.63519 0.1967 -0.0840 -0.2957
N 0.86332 0.99400 2.19462 -0.0092 -0.0163 0.0683
C -1.82520 2.24098 0.63202 -0.7765 -0.4367 0.5381
C 1.78277 -0.12766 2.22929 0.3442 0.5415 0.0877
C 3.71630 -4.33791 6.25541 -0.1222 0.0498 -0.0304
C -2.47171 3.34702 -7.38336 0.0984 -0.1644 -0.0470
C -2.81755 4.10675 -6.14653 -0.0576 0.0796 -0.0775
C -4.18764 5.49977 -9.97646 -0.0146 0.0169 -0.1262
C -2.36080 3.64112 -4.92094 0.0410 -0.0331 0.1866
C -1.78824 -3.21782 4.23114 -0.3909 0.2861 0.4977
C 6.78641 -5.82558 4.61727 0.0801 -0.0690 -0.1493
C -3.05390 3.14824 0.75379 0.1428 0.6704 -0.2425
C -2.16551 -3.16368 2.76296 0.4805 0.3520 0.0612
C 3.33456 -4.52551 3.89010 -0.0030 -0.0138 0.0649
C 9.81800 -6.54711 6.71609 -0.0265 0.0188 0.0371
C 8.96108 -6.45854 5.63235 0.1274 -0.0339 0.0250
C -4.10014 5.77985 -7.51235 -0.1075 0.1317 -0.0516
C -2.83347 4.65156 0.90854 -0.4741 0.1271 0.5654
C 7.68303 -5.94165 5.80048 -0.0915 0.0447 0.0573
C -1.03325 -1.09436 -3.97192 0.6058 0.4790 -0.0297
C -2.45627 -0.02813 1.40249 -0.4949 -0.6742 -0.5012
C 4.59848 -5.06039 3.71990 -0.1102 0.0408 -0.0873
C -3.02238 3.70838 -11.08164 -0.0302 0.0359 0.0136
C -2.58184 3.22988 -9.85962 0.0063 -0.0341 -0.1242
C 8.12557 -5.61408 8.14853 0.1046 -0.0254 0.0784
C 9.40247 -6.11917 7.97260 0.0023 -0.0157 -0.0497
C 1.10454 0.54224 -4.71972 -0.6317 -0.1661 0.4328
C -0.09818 -1.55815 -4.89517 -0.2422 0.4982 0.5078
C 0.96218 -0.73236 -5.25712 0.1578 -0.0961 -0.1152
C -3.13793 -1.36884 1.16780 0.4588 -0.3905 0.6671
C -3.85760 5.98326 -5.04580 -0.0066 0.0377 0.1330
C 5.88542 -4.99405 7.27745 -0.0351 0.0274 0.1725
C 2.88875 -4.16928 5.16004 0.1323 -0.2354 0.0570
C 2.11898 -0.61333 3.63273 -0.1638 0.5190 -0.1678
C -1.49945 0.16654 -0.98430 -0.4086 -0.5223 0.0668
C 5.43267 -5.23290 4.81863 0.0172 0.0230 0.0930
C -3.39059 5.52300 -3.82697 0.0282 -0.0504 0.0102
C -3.57647 5.27525 -6.20821 0.0586 -0.0734 -0.0196
C -2.64681 4.34812 -3.76626 -0.0722 0.0306 -0.0564
C 0.16569 1.00380 -3.79413 0.1529 -0.6185 -0.2546
C -0.89546 0.18330 -3.41302 -0.3776 -0.1577 -0.1966
C -1.91536 0.62504 -2.39003 0.4919 0.2988 0.0779
C -2.04844 5.07412 2.14230 -0.1172 -0.1541 -0.0051
C 7.25961 -5.52709 7.06614 -0.0202 -0.0021 -0.1120
C -2.30120 0.82977 0.13739 0.1196 0.4331 0.0535
C -3.31638 -2.18010 2.47001 0.2173 -0.5029 -0.6187
C -0.44862 0.92728 2.06546 -0.2681 -0.1568 0.5469
C -2.94035 3.88579 -8.68890 -0.0414 0.0898 0.0644
C -3.83147 4.83825 -11.13931 0.0289 -0.0363 0.0114
C -3.73671 5.03315 -8.74860 0.0643 -0.0754 0.0743
C 4.99461 -4.85871 6.08811 0.0680 -0.0181 -0.0557
H -2.32334 4.44935 2.99029 -0.0483 -0.0222 0.1178
H 1.92407 1.18917 -4.98646 0.1497 -0.0409 -0.1960
H -3.30931 0.95780 -0.24948 -0.1261 0.1482 -0.0696
H -0.75333 -2.10750 5.60850 -0.0160 0.0250 0.0604
H 4.94839 -5.34490 2.73704 0.0825 -0.0564 0.0381
H 3.38037 -4.06314 7.24587 0.0897 -0.0256 0.0462
H -1.86302 -1.71193 -3.65794 -0.0988 -0.1072 -0.0794
H -2.39809 -4.16400 2.40914 -0.1944 -0.0789 -0.0609
H -2.73727 3.20024 -11.99305 -0.0063 -0.0054 -0.0065
H 1.44855 -0.98488 1.65571 -0.2696 -0.0512 -0.0287
H -1.78062 2.72820 -4.88205 0.0065 -0.0197 -0.1092
H 10.81410 -6.94752 6.58313 0.0060 -0.0023 0.0014
H -2.45407 5.11266 0.00751 0.1028 -0.0009 -0.1606
H -3.68657 3.00675 -0.11825 0.0711 -0.1173 -0.2123
H -2.54064 -1.99612 0.50765 -0.0465 0.0189 -0.2897
H -4.81239 6.38113 -10.01530 0.0104 0.0215 0.0901
H -0.57414 2.83708 2.15838 -0.4951 0.3864 0.3710
H -4.18069 5.20495 -12.09518 -0.0003 0.0023 -0.0063
H -0.60641 -0.89908 1.40095 0.0726 -0.4988 0.6133
H 7.79590 -5.28367 9.12363 -0.0928 0.0100 -0.0257
H 1.89842 -3.76290 5.29327 -0.0471 0.0126 -0.0041
H -3.60714 6.07798 -2.92275 -0.0148 0.0017 0.0008
H -4.43906 6.89291 -5.10329 -0.0238 -0.0117 -0.0984
H 9.27935 -6.78605 4.65251 -0.0781 0.0281 -0.0441
H 2.68960 -4.38485 3.03238 -0.0173 -0.0125 -0.0012
H -1.74131 -0.89553 -0.96256 0.1348 -0.1590 0.0683
H -1.21040 -4.10590 4.46804 0.1924 -0.0724 -0.1245
H 2.70626 0.22183 1.77376 0.1449 -0.0207 -0.0493
H -3.46238 -1.52865 3.32884 -0.2681 0.1293 0.0410
H -4.19482 -2.79732 2.31011 -0.3695 0.1653 0.3858
H -3.64571 2.82949 1.61122 0.0715 -0.3208 0.1335
H -2.70594 -3.27910 4.82701 -0.1380 -0.2646 -0.0316
H -0.21356 -2.55152 -5.29769 0.1184 -0.0722 -0.1850
H 0.28542 1.98816 -3.36927 -0.1001 0.1530 0.0391
H -4.10216 -1.20909 0.69524 -0.0700 0.1970 -0.1189
H -0.41892 0.21725 -0.85364 0.1155 0.2978 0.0334
H -1.95722 2.34908 -9.80790 -0.0045 -0.0084 0.0933
H 10.07708 -6.18246 8.81586 0.0028 -0.0068 0.0054
H -3.09668 0.49641 2.10522 0.2507 0.2369 0.3295
H -0.97131 5.00404 1.98861 0.1185 -0.0092 -0.0973
H -1.59587 -1.20515 4.55044 -0.0458 0.0661 0.0959
H -2.88647 0.19896 -2.62912 -0.1596 -0.0883 0.0177
H -1.26962 -2.85760 2.21997 0.1518 -0.0592 -0.0661
H -2.28398 6.09617 2.40885 0.1537 0.2006 0.0137
H -2.28534 3.98240 -2.81334 0.0029 0.0412 0.0339
H 1.69245 -1.09800 -5.96384 0.0554 0.0126 -0.0887
H -2.04745 1.70603 -2.41311 0.0698 0.1136 -0.0787
H 1.27064 1.91282 2.27822 0.0626 0.0361 -0.0617
```
Forces are in eV/Å.

Results of the Mulliken charge analysis, in e, for atoms 1 through 8: 0.042 0.215 0.104 -0.656 -0.656 -0.253 -0.678 -0.651

=====

No. 2
The following is a DFT calculation (ωB97M-V/def2-TZVPD) of the molecule C16H18N2O3.

Relative energy (zero: lowest compared OMol25 entry of this formula, charge and spin)   49.4 kcal/mol
SMILES string   CCOc1cc(OCC)cc(C(=O)Nc2cccnc2)c1
Electronic energy   -26006.8735 eV
HOMO energy   -0.3153 Eh

```
39
Properties=species:S:1:pos:R:3:forces:R:3
O -1.95981 -2.77036 -0.26633 0.2671 0.1433 0.0561
O -3.17474 1.82200 0.00198 -0.0145 -0.3347 -0.0516
O 1.83077 1.52604 1.09189 0.0457 0.1048 0.0359
N 5.84728 -1.30505 -0.79828 0.1518 -0.2941 -0.2111
N 2.42287 -0.32921 -0.09669 -0.2530 -0.3570 -0.1864
C -1.66935 -1.45340 -0.10693 0.0995 0.2299 -0.0404
C -0.31480 -1.16705 0.08589 0.0384 0.0609 0.0097
C 6.53176 -0.38831 -0.13311 0.2045 0.2511 0.1815
C 4.54111 0.68243 0.63779 -0.0879 0.0263 0.0199
C 5.92339 0.62069 0.59725 -0.0401 -0.2025 -0.1466
C -0.82884 1.18519 0.23139 -0.0520 0.2639 0.0208
C 0.09785 0.14479 0.24575 -0.5795 -0.1604 0.0136
C -2.33392 3.80154 -1.16900 -0.1206 -0.3011 0.2646
C -2.87384 3.20014 0.12478 0.1132 0.4667 -0.1022
C -2.17241 0.90769 0.02990 0.2142 -0.2270 0.0177
C -4.01931 -3.19056 0.98824 0.3042 0.0774 -0.2762
C -2.58682 -0.41575 -0.14461 -0.1194 -0.1311 -0.0289
C 3.81317 -0.27883 -0.06162 0.5745 0.1673 0.1372
C 4.53277 -1.25165 -0.76292 -0.3377 0.1546 0.1043
C -3.30769 -3.19059 -0.36101 -0.4365 -0.1500 0.1102
C 1.52246 0.52769 0.47454 0.1208 -0.1443 -0.1149
H -5.02962 -3.57184 0.86874 -0.1259 -0.0311 0.0114
H -4.06668 -2.18670 1.40268 -0.0599 0.0552 0.0687
H -3.48201 -3.82580 1.68790 0.0141 -0.0628 0.0705
H -1.38895 3.34196 -1.44737 0.0834 0.0185 -0.0526
H -3.64057 -0.57995 -0.29693 -0.1202 -0.0777 -0.0065
H -0.45698 2.18419 0.38756 -0.0137 0.1044 0.0130
H 6.51659 1.34935 1.12759 0.0572 0.0510 0.0372
H -3.04540 3.64218 -1.97552 -0.0524 0.0185 -0.0764
H 7.60806 -0.47391 -0.19353 0.0997 0.0746 0.0547
H -2.17861 3.36975 0.95491 -0.1068 -0.0426 -0.0225
H -3.24303 -4.21179 -0.74699 -0.0557 0.1790 -0.0162
H 0.36473 -2.00306 0.14379 0.0923 -0.0923 0.0213
H 4.01511 -2.02354 -1.32134 -0.1687 -0.0478 -0.0372
H -3.83257 3.66236 0.37662 0.1759 -0.0455 0.0397
H -2.18100 4.86915 -1.03841 0.0363 0.1267 -0.0080
H -3.85178 -2.57963 -1.09110 0.0885 -0.0750 0.0077
H 4.02936 1.45147 1.19221 -0.0132 0.0001 -0.0034
H 2.04142 -1.09164 -0.63971 -0.0237 0.2027 0.0852
```
Forces are in eV/Å.

Results of the natural (NBO) charge analysis, in e, for atoms 1 through 8: -0.492 -0.508 -0.602 -0.400 -0.591 0.336 -0.288 0.008

=====

No. 3
The following is a DFT calculation (ωB97M-V/def2-TZVPD) of C16H29MoN7O2 as an isolated structure.

Net charge   +4
Electronic energy   -33404.8401 eV
HOMO energy (spin up / spin down)   -0.8148 / -0.8148 Eh
Multiplicity   3

```
55
Properties=species:S:1:pos:R:3:forces:R:3
Mo -0.31087 1.13032 0.87761 -0.1873 0.2314 0.6636
O 1.60445 1.14200 1.07781 0.3347 -0.2356 -0.1863
O -0.96608 -0.58102 0.09479 -0.3237 0.2674 -0.4902
N -0.71597 3.06890 0.26566 0.2206 -0.0070 -0.0970
N 2.63511 -0.62274 2.01438 0.0739 -0.0324 0.0176
N -4.46455 -0.38484 -0.20664 -0.0350 -0.0569 -0.0295
N -0.40868 0.20389 2.79448 -0.0567 0.0397 -0.0591
N -2.65847 0.80912 0.43913 -0.0671 -0.1961 0.0868
N -0.07039 2.47545 -0.85040 -0.2216 -0.1997 -0.0210
N -4.85235 1.74445 0.67921 0.0190 -0.0063 0.0148
C -1.30139 0.69844 3.68070 0.0738 -0.0499 0.1227
C -4.06686 0.75693 0.31537 0.0871 0.0218 0.0123
C 0.44203 -0.78458 3.18844 -0.1267 -0.0221 0.0552
C -5.86923 -0.76025 -0.48995 0.1867 0.0145 -0.0013
C -2.24377 -0.36930 0.03510 0.5181 -0.1507 -0.0303
C -1.37517 0.25674 4.98520 -0.0503 0.0847 -0.0727
C -0.50207 -0.73770 5.39642 0.0342 -0.0569 0.0587
C -1.03076 5.51602 0.51633 0.0312 -0.0130 0.0575
C -0.10351 4.39503 0.95796 -0.1200 -0.0808 -0.2260
C 1.38563 -1.38640 2.17082 0.1367 0.0236 -0.0254
C -0.18884 4.10344 2.44279 0.0114 -0.0255 0.0691
C 1.31210 4.59998 0.46567 0.0519 -0.0094 -0.0220
C 3.99494 1.27149 1.28163 -0.0111 -0.1128 0.0972
C 2.71478 0.55666 1.48179 -0.3462 0.2808 0.0166
C -3.32398 -1.27067 -0.43488 -0.1066 0.1509 0.0677
C 0.40593 -1.26406 4.48093 0.0260 -0.0098 -0.0410
H 1.66660 -2.38886 2.48560 0.0022 0.0087 0.0328
H -2.04752 5.37994 0.89284 -0.0030 0.0011 -0.0096
H 1.73204 5.43542 1.02861 0.0087 0.0075 -0.0183
H 1.96594 3.74397 0.64809 -0.0134 -0.0092 0.0454
H 0.13274 4.98668 2.99691 -0.0101 -0.0067 0.0126
H -2.10544 0.68496 5.65857 0.0069 -0.0066 0.0095
H -3.38250 -2.18883 0.15813 -0.0151 -0.0241 -0.0227
H 1.07811 -2.06104 4.77344 -0.0092 0.0016 0.0184
H -3.19990 -1.53955 -1.48889 -0.0156 -0.0226 -0.0059
H -5.85873 -1.63048 -1.14046 -0.0312 -0.0138 0.0118
H 3.85264 2.34233 1.40905 0.0266 0.0113 0.0024
H -1.21177 3.88648 2.75930 -0.0086 0.0284 0.0000
H -1.96539 1.47508 3.32063 -0.0093 0.0027 0.0012
H -0.66055 6.45343 0.93574 -0.0132 0.0043 -0.0102
H 0.92311 -1.50019 1.18936 -0.0370 0.0214 -0.0078
H -6.36023 0.05386 -1.02132 -0.0356 -0.0089 0.0100
H -0.63777 2.43410 -1.69625 0.0414 0.1183 -0.0512
H -4.49179 2.57255 1.12376 -0.0179 0.0168 -0.0175
H -5.85929 1.67333 0.59698 -0.0018 0.0011 -0.0012
H 4.75744 0.91590 1.97365 0.0313 0.0081 -0.0383
H 0.83937 2.90482 -1.02660 0.0346 -0.0520 -0.0510
H 3.50784 -1.05931 2.29984 -0.0236 -0.0300 0.0167
H -6.38460 -1.00313 0.43805 -0.0405 0.0064 -0.0113
H 4.33795 1.08105 0.25903 0.0069 0.0322 -0.0097
H 0.47867 3.28727 2.74836 0.0188 -0.0048 -0.0270
H -0.53032 -1.11198 6.41282 -0.0010 -0.0002 -0.0019
H -1.69255 3.25337 0.03697 -0.0384 0.0291 0.0790
H -1.04555 5.63213 -0.56870 0.0049 0.0138 -0.0006
H 1.35731 4.89351 -0.58588 -0.0108 0.0164 0.0062
```
Forces are in eV/Å.

Results of the Mulliken charge analysis, in e, for atoms 1 through 8: 1.123 -0.479 -0.660 0.011 0.010 -0.022 0.539 -0.076

=====

No. 4
The following is a DFT calculation (ωB97M-V/def2-TZVPD) of a 2-piece molecular cluster, C9H14 overall at a distorted geometry.

Relative energy (zero: lowest compared OMol25 entry of this formula, charge and spin)   17.3 kcal/mol
SMILES string   Cc1ccccc1.CC
Electronic energy   -9559.4298 eV
HOMO energy   -0.3314 Eh

```
23
Properties=species:S:1:pos:R:3:forces:R:3
C -0.97090 -0.74173 -0.68452 -0.3571 0.9407 0.7097
C -2.02725 -1.40234 0.20430 1.2135 -1.6475 -0.7976
C 0.42360 0.90331 -2.45238 0.6347 0.8498 -1.1224
C 0.69747 0.57932 2.59873 0.2270 -0.2281 0.9184
C 1.92756 0.34991 1.71695 -0.6872 -0.1577 1.1053
C 0.81264 -0.41955 -2.30036 -0.2421 0.3560 0.9922
C 0.14189 -1.23259 -1.39278 -0.8928 -0.6240 -0.3990
C -1.23818 0.60890 -0.82098 -0.6305 1.6536 -1.3635
C -0.66680 1.43843 -1.79570 0.6281 -1.3229 1.4521
H -2.62527 -0.67971 0.73993 0.0544 0.1144 0.1008
H -1.60387 -2.15372 0.87370 0.0624 0.2100 0.2904
H -1.03287 2.45115 -1.84420 0.3144 0.1773 -0.3771
H -2.67314 -2.00084 -0.44370 -0.2413 0.1907 -0.0038
H 1.03477 1.53258 -3.09755 -0.2554 -0.0767 -0.1238
H -2.02612 1.13445 -0.28875 -0.1675 -0.6650 0.3661
H 2.84799 0.46920 2.28916 0.0525 0.0039 -0.1248
H -0.17706 0.16522 2.09817 -0.2908 0.8002 -0.1803
H 1.82185 -0.68503 1.40475 0.5431 0.0530 -0.6846
H 0.68338 0.03992 3.55517 0.5580 -0.2594 -0.1825
H 1.68743 -0.77883 -2.81980 -0.0109 -0.1252 -0.0902
H 0.41559 -2.28242 -1.39564 -0.0802 -0.0247 0.4013
H 1.89120 1.08862 0.92144 0.1984 -0.3689 -0.4053
H 0.65609 1.61576 2.93405 -0.6308 0.1504 -0.4813
```
Forces are in eV/Å.

Results of the natural (NBO) charge analysis, in e, for atoms 1 through 8: -0.017 -0.627 -0.218 -0.606 -0.607 -0.210 -0.216 -0.209